Record 1
Entry from the OMol25 dataset: 2 unconnected molecules or ions with the total composition C8H11NO in a non-equilibrium geometry (wB97M-V/def2-TZVPD).

Each line ends with the Mulliken charge.
Geometry (Å):
O1 -2.96 0.66 0.79  -0.56
N1 -1.54 1.75 -0.70  -0.35
C1 -2.02 0.76 0.05  0.51
C2 -0.61 -0.85 -0.13  1.91
C3 1.73 0.96 0.42  -0.42
C4 0.21 -0.31 -1.20  -1.34
C5 -1.28 -2.18 -0.35  -1.90
C6 1.02 0.24 1.45  -0.35
C7 1.29 0.47 -0.98  -0.52
C8 -0.01 -0.62 1.20  -0.83
H1 0.08 -0.64 -2.17  0.37
H2 2.82 0.91 0.60  0.41
H3 -1.75 -1.95 -1.32  0.40
H4 -0.60 -0.97 1.98  0.38
H5 -1.85 2.76 -0.49  0.26
H6 1.51 2.12 0.50  0.23
H7 -0.67 1.58 -1.26  0.32
H8 -0.56 -2.93 -0.47  0.47
H9 1.74 0.66 -1.99  0.27
H10 1.34 0.35 2.51  0.32
H11 -1.88 -2.49 0.41  0.43

The value obtained for the max |F| is 0.086 Eh/bohr. The value obtained for the LUMO energy (alpha / beta) is 0.7 / 0.7 eV. The calculation puts the HOMO energy (alpha / beta) at -0.274 / -0.274 Eh. As for the frontier orbital gap (alpha / beta): 8.104 / 8.104 eV.

---

Record 2
Entry from the OMol25 dataset: a molecular structure, C67H71BFN10OSiSr (wB97M-V/def2-TZVPD).

Each line ends with the Mulliken charge.
Geometry (Å):
Sr1 -1.04 0.31 -0.59  2.20
Si1 1.52 -2.40 -2.51  -0.77
F1 -6.48 1.11 -4.57  -0.40
O1 -1.87 -1.50 1.14  0.05
N1 -0.19 3.68 -0.99  -0.78
N2 -2.68 -3.21 2.38  0.77
N3 1.18 1.88 1.40  1.52
N4 2.29 0.35 -2.86  1.77
N5 0.87 3.20 1.33  0.42
N6 0.67 -1.78 2.51  2.35
N7 -1.69 3.31 1.12  -0.21
N8 -2.16 2.04 1.07  2.25
N9 -0.45 2.55 -1.71  3.33
N10 -0.36 0.24 3.87  0.87
C1 -4.59 0.06 0.95  0.21
C2 -3.28 2.03 1.79  -1.68
C3 2.92 0.48 -1.55  0.06
C4 0.60 -1.93 3.85  0.67
C5 2.87 0.56 2.72  0.70
C6 -2.33 -1.93 2.19  -0.60
C7 -3.53 3.30 2.32  -0.76
C8 4.01 -3.38 -1.38  -0.71
C9 -2.59 -4.17 1.30  -1.02
C10 4.35 -1.62 3.66  -0.81
C11 -5.39 0.89 -3.77  0.38
C12 -0.47 0.64 -4.08  1.45
C13 0.38 6.11 -1.37  -1.39
C14 -3.72 -0.56 -2.89  -1.41
C15 -0.41 2.91 -3.00  -1.31
C16 -2.33 5.55 2.10  -1.37
C17 1.02 -3.05 4.55  -0.82
C18 2.06 -3.81 -0.08  -0.73
C19 0.04 4.72 -1.82  0.50
C20 -0.73 2.01 -4.12  0.93
C21 0.06 -0.82 4.59  0.41
C22 1.14 -5.07 -3.46  -0.59
C23 1.54 -3.79 -3.85  0.70
C24 -4.61 0.58 3.29  -0.53
C25 4.33 2.44 -2.21  -0.95
C26 -0.09 -1.99 -1.82  0.68
C27 -0.92 1.35 5.91  -1.10
C28 1.85 -3.61 -5.20  -0.22
C29 2.69 1.41 -3.79  -0.49
C30 4.15 1.82 -3.61  -1.15
C31 -4.87 1.95 -3.05  -0.72
C32 2.82 -4.57 0.81  -0.30
C33 4.16 -1.44 2.30  -0.52
C34 -3.20 -3.65 3.66  -0.97
C35 1.61 5.41 2.35  -1.17
C36 -3.13 0.45 -2.12  0.87
C37 -1.67 1.72 -6.33  -1.01
C38 3.24 1.94 -1.25  0.20
C39 4.77 -4.14 -0.50  -0.80
C40 1.36 -5.91 -5.70  -0.51
C41 3.80 -0.72 4.56  -0.89
C42 2.42 -0.98 -3.42  -0.60
C43 -1.41 0.36 -6.27  -0.76
C44 -4.84 -0.37 -3.72  -0.75
C45 -0.83 1.29 4.50  0.14
C46 2.49 3.04 2.81  -1.11
C47 1.05 -6.12 -4.37  -0.73
C48 -5.92 -1.26 2.46  -0.61
C49 -5.48 -0.47 3.52  -0.92
C50 2.16 1.78 2.29  -0.78
C51 2.64 -3.20 -1.20  1.22
C52 0.45 -2.03 6.68  -1.25
C53 3.42 -0.36 1.83  0.91
C54 4.17 -4.75 0.60  -0.66
C55 -2.51 4.09 1.86  0.60
C56 -0.52 0.28 6.65  -1.25
C57 -0.81 -0.18 -5.15  -0.84
C58 -5.47 -0.99 1.18  -0.92
C59 0.94 -3.08 5.95  -0.71
C60 0.00 -0.87 6.00  0.92
C61 1.65 3.92 2.17  0.73
C62 1.76 -4.65 -6.12  -0.74
C63 -3.76 1.70 -2.24  -0.28
C64 3.07 0.36 4.09  -0.90
C65 -1.33 2.54 -5.26  -0.49
C66 -0.09 4.27 -3.11  -1.21
C67 -4.15 0.85 2.00  0.21
B1 -0.32 3.80 0.55  -3.33
H1 -4.26 1.18 4.12  0.46
H2 4.92 -2.47 4.02  0.39
H3 0.41 -2.06 7.76  0.41
H4 0.89 -5.26 -2.42  0.26
H5 -2.37 -3.63 0.38  0.15
H6 2.33 2.52 -1.35  -0.63
H7 1.00 -3.71 0.09  0.44
H8 1.29 -6.73 -6.42  0.36
H9 4.77 -5.35 1.28  0.36
H10 3.57 2.05 -0.22  0.30
H11 2.05 2.29 -3.64  -0.07
H12 -1.45 5.76 2.71  0.09
H13 -1.58 3.59 -5.29  0.44
H14 2.62 1.06 4.79  0.35
H15 -3.30 -1.56 -2.88  0.18
H16 2.17 -2.64 -5.56  0.32
H17 1.29 -3.97 6.47  0.39
H18 5.31 2.18 -1.82  0.44
H19 0.51 6.73 -2.25  0.48
H20 3.27 3.28 3.52  0.58
H21 -2.46 -1.30 3.08  0.31
H22 4.57 -2.14 1.59  0.61
H23 3.28 -0.23 0.77  0.13
H24 1.31 6.13 -0.80  0.13
H25 -0.61 -1.24 -5.08  0.40
H26 4.78 0.94 -3.72  0.23
H27 0.04 0.21 -3.23  -1.12
H28 -0.40 6.54 -0.75  0.12
H29 -4.38 3.61 2.91  0.56
H30 -0.83 -1.85 -2.63  0.07
H31 2.49 1.07 -4.81  0.61
H32 -1.68 -0.28 -7.10  0.41
H33 -3.53 -4.70 1.20  0.37
H34 -0.29 4.96 0.77  -0.27
H35 -5.83 -0.68 4.53  0.38
H36 4.29 3.53 -2.27  0.34
H37 -2.84 -4.66 3.86  0.36
H38 -1.15 2.12 3.88  -0.15
H39 3.86 -0.11 -1.50  0.18
H40 -2.22 6.11 1.17  0.18
H41 1.74 5.94 1.40  0.10
H42 1.44 -3.89 4.01  0.44
H43 4.50 -2.94 -2.24  0.30
H44 -4.26 0.27 -0.06  0.97
H45 -3.20 5.93 2.63  0.43
H46 0.73 -7.10 -4.03  0.38
H47 4.45 2.52 -4.40  0.48
H48 1.04 -2.49 1.90  -1.04
H49 -1.31 2.24 6.38  0.53
H50 1.94 -0.96 -4.40  0.46
H51 -5.27 -1.17 -4.31  0.41
H52 2.01 -4.48 -7.16  0.38
H53 -3.37 2.56 -1.68  0.05
H54 -5.81 -1.59 0.34  0.50
H55 -2.16 2.15 -7.19  0.34
H56 3.92 -0.86 5.62  0.38
H57 2.34 -5.05 1.66  0.35
H58 5.83 -4.27 -0.67  0.39
H59 -2.84 -3.00 4.45  0.28
H60 2.43 5.69 3.01  0.48
H61 -0.46 -2.81 -1.19  -0.48
H62 3.47 -1.27 -3.60  0.40
H63 0.68 5.75 2.79  0.02
H64 -1.79 -4.89 1.49  0.28
H65 -0.58 0.29 7.73  0.43
H66 -6.62 -2.07 2.64  0.46
H67 -4.29 -3.65 3.67  0.25
H68 0.05 4.85 -4.01  0.64
H69 0.29 -0.92 2.14  -1.43
H70 -5.33 2.93 -3.13  0.44
H71 2.25 0.07 -0.80  -0.67

The value obtained for the max |F| is 0.016 Eh/bohr. The value obtained for the LUMO energy is 2.2 eV. As for the total charge: -1. The calculation puts the HOMO energy at -0.161 Eh. As for the frontier orbital gap: 6.558 eV.

---

Record 3
Entry from the OMol25 dataset: a single C4H7NO2 molecule in a non-equilibrium geometry (wB97M-V/def2-TZVPD).

Each line ends with the Mulliken charge.
Geometry (Å):
O1 2.95 -0.66 0.32  -0.58
O2 0.81 -1.12 -0.41  -0.36
N1 1.19 0.76 0.67  -0.18
C1 1.79 -0.37 0.19  0.47
C2 -1.58 -0.90 0.07  -1.32
C3 0.02 1.11 -0.09  -0.61
C4 -0.35 -0.29 -0.67  0.48
H1 -0.36 -0.13 -1.77  0.27
H2 -2.53 -0.42 -0.19  0.35
H3 -0.78 1.57 0.50  0.32
H4 -1.72 -1.98 -0.08  0.34
H5 -1.45 -0.76 1.15  0.35
H6 0.26 1.81 -0.90  0.28
H7 1.76 1.37 1.21  0.21

The value obtained for the max |F| is 0.025 Eh/bohr. The value obtained for the LUMO energy is 0.8 eV. The calculation puts the HOMO energy at -0.362 Eh. As for the frontier orbital gap: 10.642 eV. As for the SMILES: C[C@H]1CNC(=O)O1.

---

Record 4
Entry from the OMol25 dataset: a single C10H21NO3SSi molecule in a non-equilibrium geometry (wB97M-V/def2-TZVPD).

Each line ends with the Mulliken charge.
Geometry (Å):
S1 3.02 -3.42 0.03  -0.19
Si1 -0.38 0.17 -0.37  0.39
O1 -1.16 -1.09 0.36  -0.27
O2 0.79 0.81 0.64  -0.37
O3 -1.45 1.36 -0.74  -0.47
N1 3.86 -1.16 1.55  -0.53
C1 1.61 0.94 2.93  -1.20
C2 0.44 0.79 1.97  0.08
C3 -2.72 -1.95 -1.24  -1.05
C4 -1.30 3.68 0.06  -1.12
C5 -2.51 -1.24 0.06  -0.22
C6 1.59 -2.60 -0.72  -0.47
C7 0.59 -0.51 -1.82  -0.67
C8 -1.04 2.69 -1.05  -0.22
C9 1.88 -1.25 -1.31  -0.91
C10 3.56 -2.13 0.95  0.50
H1 -0.02 2.65 -1.42  0.28
H2 -2.96 -1.81 0.87  0.37
H3 1.18 -3.22 -1.50  0.44
H4 -0.70 3.52 0.95  0.23
H5 -2.24 -2.91 -1.20  0.32
H6 2.64 -1.34 -2.07  0.54
H7 0.84 0.28 -2.52  0.42
H8 -1.60 2.99 -1.96  0.33
H9 2.09 1.91 2.79  0.31
H10 -3.80 -2.03 -1.49  0.37
H11 -2.36 3.64 0.36  0.26
H12 -0.11 -0.16 2.16  0.23
H13 2.37 -0.64 -0.52  0.30
H14 -2.21 -1.48 -2.08  0.19
H15 -0.03 -1.18 -2.40  0.32
H16 0.81 -2.55 0.05  0.27
H17 -1.08 4.72 -0.24  0.40
H18 -2.96 -0.25 0.07  0.29
H19 -0.31 1.59 2.10  0.26
H20 1.30 0.96 4.00  0.36
H21 2.38 0.20 2.74  0.24

The value obtained for the max |F| is 0.052 Eh/bohr. The value obtained for the LUMO energy is 0.6 eV. The calculation puts the HOMO energy at -0.351 Eh. As for the frontier orbital gap: 10.148 eV. As for the SMILES: CCO[Si](CCCSC#N)(OCC)OCC.

---

Record 5
Entry from the OMol25 dataset: a single C5H8N2S molecule in a non-equilibrium geometry (wB97M-V/def2-TZVPD).

Each line ends with the Mulliken charge.
Geometry (Å):
S1 1.40 -2.83 0.30  -0.20
N1 0.14 1.05 0.04  0.74
N2 1.22 1.18 0.87  -0.96
C1 -0.67 2.14 -0.37  -0.83
C2 -0.01 -0.31 -0.20  0.45
C3 0.88 -1.06 0.59  -0.09
C4 -1.20 -0.87 -0.83  -1.09
C5 1.69 0.01 1.11  -0.15
H1 -1.06 -0.45 -1.85  0.29
H2 0.85 -3.25 1.35  0.13
H3 -0.38 2.19 -1.48  0.28
H4 -0.26 3.04 -0.05  0.36
H5 -2.14 -0.38 -0.27  0.21
H6 2.56 -0.31 1.79  0.33
H7 -1.26 -2.03 -0.88  0.30
H8 -1.78 1.88 -0.12  0.24

The value obtained for the max |F| is 0.101 Eh/bohr. The value obtained for the LUMO energy is 0.7 eV. The calculation puts the HOMO energy at -0.330 Eh. As for the frontier orbital gap: 9.725 eV. As for the SMILES: Cc1c(S)cnn1C.

---

Record 6
Entry from the OMol25 dataset: 2 unconnected molecules or ions with the total composition C4H13NOS in a non-equilibrium geometry (wB97M-V/def2-TZVPD).

Each line ends with the Mulliken charge.
Geometry (Å):
S1 -2.44 -0.41 0.27  -0.13
O1 2.98 -1.22 -0.22  -0.68
N1 0.86 0.64 0.65  0.19
C1 -1.05 -1.08 -0.70  -0.76
C2 0.26 1.10 -0.59  -0.70
C3 1.16 1.68 1.62  -0.82
C4 -0.24 -0.04 -1.46  -0.54
H1 0.57 -0.55 -2.00  0.30
H2 -1.50 -1.81 -1.38  0.40
H3 3.35 -1.88 0.41  0.33
H4 -0.84 0.41 -2.25  0.36
H5 0.24 2.22 1.86  0.36
H6 1.88 2.39 1.19  0.37
H7 1.58 1.25 2.52  0.34
H8 -0.54 1.79 -0.34  0.56
H9 1.03 1.67 -1.14  0.41
H10 1.70 0.06 0.46  0.27
H11 -0.41 -1.64 -0.02  0.32
H12 -1.78 -0.22 1.42  0.12
H13 2.87 -1.69 -1.04  0.32

The value obtained for the max |F| is 0.062 Eh/bohr. The expectation value of S² is 0.754. The value obtained for the LUMO energy (alpha / beta) is -3.0 / -7.7 eV. As for the total charge: +1. The calculation puts the HOMO energy (alpha / beta) at -0.471 / -0.468 Eh. As for the frontier orbital gap (alpha / beta): 9.860 / 5.013 eV. As for the spin multiplicity: 2.

---

Short version: energy relative to the best compared isomer or geometry (same formula, charge and spin) = 75.2; 0.0; 8.8; 0.0; 56.6; 6.3 kcal per mole, in the order given.